(1)
The following is a quantum chemistry calculation of C4H4N2O in the gas phase at a distorted geometry, from the OMol25 dataset.

```
11
Properties=species:S:1:pos:R:3:forces:R:3
C -1.2011 0.2666 1.6988 -1.725 -0.630 -0.778
C 0.4081 0.2936 -1.2307 1.003 -2.709 0.106
C 0.0373 1.4455 -0.9162 -1.932 3.743 2.010
C 0.6512 -0.9311 -0.3515 -1.029 -2.251 -2.500
N -2.3587 0.3860 1.7851 0.168 0.076 -0.090
N 0.0806 0.1888 1.7957 2.491 -0.329 -0.594
O 0.8617 -0.5992 0.9737 0.133 0.058 1.793
H 0.5889 0.0486 -2.2399 0.248 -0.241 -1.409
H -0.4160 2.1301 -0.1538 0.905 -0.875 -0.983
H -0.2454 -1.6814 -0.6086 1.516 1.537 1.095
H 1.5932 -1.5477 -0.7527 -1.779 1.622 1.348
```
Forces are in eV/Å.

Results
Net charge ... 0
Gap between HOMO and LUMO (spin up / spin down) ... 9.59 / 7.00 eV
E_tot ... -9232.748 eV
Lowest unoccupied orbital energy (spin up / spin down) ... -0.523 / -2.057 eV
Relative energy (zero: lowest compared OMol25 entry of this formula, charge and spin) ... 178.5 kcal/mol
M ... 96.09 g/mol

(2)
The following is a quantum chemistry calculation of C4H4N2O2 as an isolated structure at a distorted geometry, from the OMol25 dataset.

```
12
Properties=species:S:1:pos:R:3:forces:R:3
C 1.6915 -0.3803 -0.3551 2.119 0.912 -0.026
C 0.5527 0.2593 0.5325 5.176 0.570 -1.198
C -1.2052 0.9356 -0.0709 -4.318 -1.893 0.279
C -0.6223 -0.3297 0.1524 -9.366 -3.285 -1.313
H 2.9100 0.0260 -0.4321 -3.565 -1.130 1.359
H 1.4170 -0.0137 -1.4072 -0.092 -1.835 1.149
H 1.5891 -1.5305 0.0747 0.608 2.753 -2.073
H 0.6796 0.0854 1.5861 0.391 1.311 0.718
N -2.5423 0.9900 -0.0356 3.439 -0.908 -1.692
N -1.6163 -1.1982 0.1667 0.864 0.754 -0.869
O -0.0935 1.5747 0.0040 4.246 3.144 1.880
O -2.7602 -0.4187 -0.2156 0.498 -0.394 1.786
```
Forces are in eV/Å.

Results
Net charge ... 0
Gap between HOMO and LUMO ... 10.11 eV
E_tot ... -11280.039 eV
Lowest unoccupied orbital energy ... 0.065 eV
Relative energy (zero: lowest compared OMol25 entry of this formula, charge and spin) ... 196.0 kcal/mol
M ... 112.09 g/mol

(3)
The following is a quantum chemistry calculation of C4H4N2O2 in the gas phase at a distorted geometry, from the OMol25 dataset.

```
12
Properties=species:S:1:pos:R:3:forces:R:3
C 1.7487 -1.5315 0.0688 1.283 5.963 1.123
C 0.7138 -0.6715 0.1548 -1.025 -5.654 -2.229
O -0.5805 -1.3184 -0.1226 3.771 -1.321 0.995
C -1.6804 -0.6847 -0.1188 -3.972 0.123 0.697
N -1.8588 0.5687 -0.0345 0.376 0.907 1.013
N -0.6473 1.2517 0.2953 1.370 1.407 -1.988
C 0.6085 0.7121 0.0023 3.001 8.826 0.062
O 1.5617 1.6577 -0.2240 -4.102 -5.583 1.139
H 2.6137 -0.7423 0.1547 -0.676 -2.416 -0.264
H 1.8416 -2.5801 0.0677 -0.217 -0.803 -0.080
H -2.5644 -1.4184 -0.0217 1.169 1.555 -0.865
H -0.5421 2.3376 0.1042 -0.979 -3.002 0.396
```
Forces are in eV/Å.

Results
Net charge ... 0
Gap between HOMO and LUMO ... 8.57 eV
E_tot ... -11284.218 eV
Lowest unoccupied orbital energy ... -0.588 eV
SMILES ... C=C1OC=NNC1=O
Relative energy (zero: lowest compared OMol25 entry of this formula, charge and spin) ... 99.7 kcal/mol
M ... 112.09 g/mol

(4)
The following is a quantum chemistry calculation of C4H4N2O2 in the gas phase at a distorted geometry, from the OMol25 dataset.

```
12
Properties=species:S:1:pos:R:3:forces:R:3
O -1.8381 0.3930 1.7952 -2.366 -2.839 2.865
C -1.0835 -0.3040 0.9728 3.696 -0.372 -0.577
O -0.6132 -1.6063 1.1515 -2.153 -0.213 -0.208
N 0.3767 -1.9805 -0.0774 -2.733 -2.923 3.866
C 0.3475 -0.8088 -0.4655 6.242 -1.729 -3.929
C -0.2578 0.2170 0.0104 -5.008 5.679 0.764
C 0.6497 1.1842 -0.8894 0.009 0.638 2.388
N 1.3470 -0.1492 -1.1211 3.094 1.039 -4.505
H -2.3450 -0.2389 2.4862 1.770 1.963 -2.346
H 0.3617 1.8613 -1.7150 -0.565 -1.190 -0.003
H 1.0983 1.9473 -0.1470 0.333 -1.561 -1.105
H 1.9566 -0.5150 -2.0007 -2.321 1.507 2.790
```
Forces are in eV/Å.

Results
Net charge ... 0
Gap between HOMO and LUMO ... 9.26 eV
E_tot ... -11281.533 eV
Lowest unoccupied orbital energy ... 0.372 eV
SMILES ... Oc1onc2c1CN2
Relative energy (zero: lowest compared OMol25 entry of this formula, charge and spin) ... 161.6 kcal/mol
M ... 112.09 g/mol

(5)
The following is a quantum chemistry calculation of C4H4N2O2 in the gas phase at a distorted geometry, from the OMol25 dataset.

```
12
Properties=species:S:1:pos:R:3:forces:R:3
O 2.1812 -0.1744 -0.0915 -4.261 -0.653 0.409
C 0.9409 -0.0408 0.2377 -0.330 -0.884 -2.246
C 0.3615 0.6418 1.2746 1.564 1.853 1.879
N -0.8725 1.1179 1.3257 1.665 -0.553 1.304
C -1.7875 0.6906 0.4756 -1.768 0.969 0.680
C -1.4651 -0.1686 -0.5677 -1.066 -0.556 1.532
N -0.1911 -0.5888 -0.5901 5.046 0.601 -1.342
O 0.5162 -1.1619 -1.6855 -0.130 -0.095 1.327
H 1.2115 0.8991 1.9687 -1.625 0.484 0.044
H -2.8323 1.0900 0.8339 1.806 -1.215 -1.713
H -2.3326 -0.6965 -0.9840 1.011 0.092 -0.883
H 1.5207 -1.0437 -1.2723 -1.912 -0.044 -0.990
```
Forces are in eV/Å.

Results
Net charge ... 0
Gap between HOMO and LUMO ... 8.67 eV
E_tot ... -11284.368 eV
Lowest unoccupied orbital energy ... -0.629 eV
SMILES ... O=c1cnccn1O
Relative energy (zero: lowest compared OMol25 entry of this formula, charge and spin) ... 96.2 kcal/mol
M ... 112.09 g/mol

(6)
The following is a quantum chemistry calculation of C4H4N2O2 in the gas phase at a distorted geometry, from the OMol25 dataset.

```
12
Properties=species:S:1:pos:R:3:forces:R:3
O -1.4102 0.9317 -2.1781 0.650 0.415 4.850
N -0.5505 -0.1556 -1.7942 -0.848 1.011 -1.329
C -0.1958 -0.1336 -0.5952 4.743 -0.980 1.090
C 1.2465 -0.8950 -0.2121 -1.561 -0.112 -1.498
N 1.4641 -1.1405 1.0205 -0.232 1.567 -0.005
C 0.6266 -0.4407 2.0103 -0.413 -1.864 0.828
C -0.1965 0.5578 1.6677 -1.888 0.651 -0.128
O -0.5330 0.8121 0.3414 0.377 -0.281 -1.058
H -1.4277 1.4213 -1.1994 -0.645 -0.911 -3.930
H 2.0319 -1.1867 -1.1532 -2.533 0.655 2.889
H 0.5776 -0.9358 3.0650 0.591 1.457 -2.078
H -0.9164 1.2923 2.1729 1.757 -1.608 0.370
```
Forces are in eV/Å.

Results
Net charge ... 0
Gap between HOMO and LUMO ... 9.28 eV
E_tot ... -11282.695 eV
Lowest unoccupied orbital energy ... 0.046 eV
SMILES ... O/N=c1/cncco1
Relative energy (zero: lowest compared OMol25 entry of this formula, charge and spin) ... 134.8 kcal/mol
M ... 112.09 g/mol

(7)
The following is a quantum chemistry calculation of C4H4N2O2 in the gas phase at a distorted geometry, from the OMol25 dataset.

```
12
Properties=species:S:1:pos:R:3:forces:R:3
O -2.4784 -0.1129 0.1932 0.254 -0.058 0.185
C -1.6023 -0.8676 -0.0588 2.402 -4.282 -2.729
N -0.1994 -0.5536 -0.2132 0.607 3.945 1.689
N 0.8364 -1.3658 0.0375 -0.781 -4.339 -0.024
C 1.9610 -0.7557 0.1758 2.038 1.103 -0.951
C 1.7992 0.6757 -0.0284 -3.480 1.242 0.486
C 0.3499 0.7148 -0.0970 2.516 2.398 0.133
O -0.2642 1.9331 -0.0723 -4.390 -0.332 2.217
H -1.5611 -2.0899 -0.5492 -1.053 3.115 1.915
H 2.9232 -1.3778 0.3018 -1.858 1.182 -0.099
H 2.2998 1.7520 -0.0045 -0.528 -3.122 0.142
H -1.2269 1.9870 0.5648 4.274 -0.850 -2.963
```
Forces are in eV/Å.

Results
Net charge ... 0
Gap between HOMO and LUMO ... 9.13 eV
E_tot ... -11284.513 eV
Lowest unoccupied orbital energy ... 0.258 eV
SMILES ... O=Cn1nccc1O
Relative energy (zero: lowest compared OMol25 entry of this formula, charge and spin) ... 92.9 kcal/mol
M ... 112.09 g/mol

(8)
The following is a quantum chemistry calculation of C4H4N2O2 as an isolated structure at a distorted geometry, from the OMol25 dataset.

```
12
Properties=species:S:1:pos:R:3:forces:R:3
C 0.7760 1.5318 -0.2572 0.873 0.042 -0.406
C -0.4553 -0.6200 -0.5085 1.027 -0.005 -0.609
C -0.8934 -1.5477 0.6800 0.816 -0.580 -1.213
O -0.8286 -0.7611 -1.7492 -0.214 0.065 0.418
N 0.4532 0.1424 -0.0319 -2.036 -0.204 1.803
C 0.3780 -0.2864 1.5690 -0.804 -0.595 -0.631
O -1.4156 -2.5810 0.3473 0.177 0.946 1.006
N 0.7806 0.0755 2.6007 0.197 0.141 -0.154
H -1.3936 -1.5643 -1.7741 -0.012 0.146 0.003
H 0.3358 2.1380 0.5350 -0.110 -0.197 0.005
H 0.4049 1.8379 -1.2335 0.166 0.051 -0.009
H 1.8581 1.6349 -0.1776 -0.080 0.190 -0.212
```
Forces are in eV/Å.

Results
Net charge ... 0
Gap between HOMO and LUMO ... 7.57 eV
E_tot ... -11283.379 eV
Lowest unoccupied orbital energy ... -0.893 eV
Relative energy (zero: lowest compared OMol25 entry of this formula, charge and spin) ... 119.0 kcal/mol
M ... 112.09 g/mol

(9)
The following is a quantum chemistry calculation of a 2-piece molecular cluster, C4H4N2O3S overall at a distorted geometry, from the OMol25 dataset.

```
14
Properties=species:S:1:pos:R:3:forces:R:3
C -0.8339 1.0828 0.5649 2.884 4.072 -0.352
C 0.4365 0.7142 0.5204 -0.254 -0.663 0.038
C 1.6441 1.5896 0.0977 -0.381 0.717 0.436
C 1.0270 -1.4889 -0.2057 -1.088 2.604 1.968
N -6.1362 -0.3655 -0.2823 -0.332 -0.432 -0.096
N 0.6330 -0.7100 0.7742 -0.346 -1.041 -0.102
O 2.5924 0.9924 -0.4496 -0.174 0.213 0.136
O 0.2478 -1.1281 1.9308 0.795 0.110 -0.495
O 1.4573 2.8076 0.3442 0.452 -0.657 -0.323
S -5.3447 0.9467 -0.0299 0.178 0.413 0.066
H -0.9440 2.2018 0.5065 -0.303 -1.360 -0.200
H 0.9419 -0.9569 -1.1022 0.724 -0.082 -1.559
H 0.9697 -2.4891 0.0382 0.198 -2.059 -0.054
H -1.6220 0.4576 0.6605 -2.352 -1.834 0.536
```
Forces are in eV/Å.

Results
Net charge ... -2
Gap between HOMO and LUMO (spin up / spin down) ... 5.06 / 5.05 eV
E_tot ... -24165.949 eV
Lowest unoccupied orbital energy (spin up / spin down) ... 5.985 / 5.983 eV
Relative energy (zero: lowest compared OMol25 entry of this formula, charge and spin) ... 0.0 kcal/mol
M ... 160.15 g/mol

(10)
The following is a quantum chemistry calculation of C4H4N2O3SSi as an isolated structure at a distorted geometry, from the OMol25 dataset.

```
15
Properties=species:S:1:pos:R:3:forces:R:3
C 0.3892 -1.7403 0.5432 -0.414 -0.794 0.421
C -0.9059 2.4623 0.0040 -0.463 0.361 -0.026
C 0.9630 -0.6923 -0.1825 -0.907 1.637 -0.698
C 2.4939 -0.5864 -0.0584 -1.076 0.755 0.092
N -0.0838 -2.5694 1.1861 -0.103 -0.349 0.179
N -2.6263 -0.3064 0.1069 0.085 -0.127 -0.277
O -3.2390 0.0910 1.0745 -0.046 0.111 0.171
O -1.8244 3.1491 0.3563 0.166 -0.150 0.012
O -2.9249 -1.2389 -0.6099 -0.072 0.091 0.104
Si -1.0681 0.6009 -0.3271 2.998 -1.555 -0.396
S 0.1746 -0.3452 -1.7817 -0.503 0.242 0.490
H 0.0891 2.8873 -0.2121 0.171 -0.073 0.027
H 2.7823 -0.6347 0.9904 0.046 -0.016 -0.048
H 2.9349 -1.4228 -0.5958 0.038 -0.122 -0.057
H 2.8456 0.3459 -0.4940 0.078 -0.010 0.007
```
Forces are in eV/Å.

Results
Net charge ... 0
Gap between HOMO and LUMO (spin up / spin down) ... 7.12 / 7.11 eV
E_tot ... -32043.037 eV
Lowest unoccupied orbital energy (spin up / spin down) ... -1.981 / -1.981 eV
Relative energy (zero: lowest compared OMol25 entry of this formula, charge and spin) ... 20.1 kcal/mol
M ... 188.24 g/mol

(11)
The following is a quantum chemistry calculation of C4H4N2OS in the gas phase at a distorted geometry, from the OMol25 dataset.

```
12
Properties=species:S:1:pos:R:3:forces:R:3
C 0.1765 -0.1856 -2.8351 1.591 -1.558 4.648
C 0.6484 -0.4547 -1.6782 -0.961 1.332 -6.156
C 1.3575 -0.6165 -0.4344 -0.316 -1.627 1.256
S 2.6514 -1.5942 0.0491 -1.150 1.333 -1.372
N 0.6400 -0.0311 0.5952 3.298 0.104 3.269
C -0.6431 0.2171 0.6501 -6.544 -1.478 -3.484
N -1.1952 0.8321 1.7637 8.570 -3.128 2.840
O -1.4024 -0.2233 -0.2971 1.781 2.297 3.463
H -0.4485 -0.0738 -3.7486 1.023 -0.042 1.296
H 0.9593 -0.1353 1.5929 0.812 0.036 -1.808
H -1.9772 1.2166 1.6192 -7.673 3.306 -1.359
H -0.7665 1.0488 2.7232 -0.431 -0.574 -2.593
```
Forces are in eV/Å.

Results
Net charge ... 0
Gap between HOMO and LUMO ... 8.03 eV
E_tot ... -20072.202 eV
Lowest unoccupied orbital energy ... -1.107 eV
SMILES ... C#CC(=S)NC(N)=O
Relative energy (zero: lowest compared OMol25 entry of this formula, charge and spin) ... 81.3 kcal/mol
M ... 128.16 g/mol

(12)
The following is a quantum chemistry calculation of C4H4N2OS in the gas phase at a distorted geometry, from the OMol25 dataset.

```
12
Properties=species:S:1:pos:R:3:forces:R:3
C 0.7647 2.5242 0.0441 -0.904 -2.562 -0.993
C 0.2215 1.4343 -0.2112 2.054 4.786 1.674
C -0.5433 0.2494 -0.0683 3.849 -2.471 -0.702
N -1.7651 0.3556 -0.2087 -3.926 0.068 0.256
O -2.5609 -0.8321 -0.1008 -3.023 2.432 2.589
N 0.2175 -0.9759 0.0677 0.655 1.091 -0.329
C 1.5922 -1.2687 -0.0831 -3.108 -1.912 0.941
S 2.8247 -0.3151 -0.0994 2.053 1.316 -0.280
H 1.3849 3.4304 0.1813 -0.911 -1.168 -0.240
H -3.5113 -0.4033 0.4421 4.437 -1.969 -2.692
H -0.3152 -1.8008 0.0729 -1.101 -0.847 0.043
H 1.6904 -2.3980 -0.0365 -0.076 1.234 -0.266
```
Forces are in eV/Å.

Results
Net charge ... 0
Gap between HOMO and LUMO ... 8.74 eV
E_tot ... -20070.298 eV
Lowest unoccupied orbital energy ... 0.140 eV
SMILES ... C#C/C(=N/O)NC=S
Relative energy (zero: lowest compared OMol25 entry of this formula, charge and spin) ... 125.3 kcal/mol
M ... 128.16 g/mol